Density functional theory data (ωB97M-V/def2-TZVPD) for a molecular structure, C37H31Cl5N3O4ReS2 at a distorted geometry.

```
! wB97M-V def2-TZVPD RIJCOSX def2/J DEFGRID3
* xyz 1 4
Re 1.221 -0.650 0.877
O -1.141 0.144 -1.007
S -0.989 1.405 -0.330
O -2.204 2.034 0.191
N 0.175 1.131 0.745
C 0.617 2.107 1.645
C 0.347 3.479 1.611
C 0.863 4.313 2.658
C 1.413 3.747 3.791
C 1.584 2.357 3.904
C 2.173 1.718 5.022
C 2.381 0.337 5.007
C 2.066 -0.357 3.835
N 1.552 0.226 2.764
C 1.227 1.611 2.780
C -0.413 2.553 -1.567
C 0.921 2.592 -1.914
C 1.278 3.335 -3.065
C 0.315 4.039 -3.734
C -1.037 3.977 -3.384
C -1.362 3.179 -2.323
H -0.132 3.954 0.782
H 0.798 5.412 2.637
H 1.818 4.380 4.547
H 2.456 2.369 5.816
H 2.853 -0.329 5.720
H 2.381 -1.429 3.707
H 1.673 2.051 -1.308
H 2.267 3.348 -3.506
H 0.620 4.629 -4.605
H -1.828 4.402 -3.983
H -2.401 3.034 -2.078
Cl -0.921 -3.179 -6.195
C -0.327 -2.651 -4.685
C -0.731 -3.235 -3.496
Cl -1.892 -4.523 -3.639
C -0.203 -2.838 -2.272
Cl -0.499 -3.559 -0.775
C 0.786 -1.794 -2.171
O 1.233 -1.583 -0.967
C 1.093 -1.184 -3.381
Cl 2.358 0.007 -3.350
C 0.570 -1.566 -4.601
Cl 1.111 -0.813 -6.035
O 2.596 -2.138 1.505
S 4.086 -2.458 1.128
C 4.160 -3.268 -0.592
C 4.793 -2.282 -1.543
C 5.653 -1.344 -0.747
C 4.853 -0.928 0.501
H 3.168 -3.566 -0.910
H 4.745 -4.176 -0.362
H 4.121 -1.721 -2.104
H 5.394 -2.902 -2.327
H 5.839 -0.495 -1.335
H 6.596 -1.687 -0.415
H 4.026 -0.251 0.243
H 5.428 -0.526 1.310
C -1.777 -0.615 4.669
C -1.957 -1.864 4.053
C -2.547 -1.894 2.769
C -3.026 -0.769 2.147
C -2.757 0.473 2.707
C -2.211 0.534 4.019
H -1.333 -0.588 5.633
H -1.721 -2.816 4.502
H -2.560 -2.904 2.278
H -2.933 1.376 2.098
H -2.044 1.500 4.439
C -5.478 -1.037 -3.060
C -4.865 -0.937 -1.713
C -3.984 -1.966 -1.231
C -3.471 -1.881 -0.014
N -3.666 -0.807 0.839
C -4.486 0.144 0.446
C -5.023 0.144 -0.860
H -5.971 -0.101 -3.357
H -6.255 -1.849 -3.089
H -4.743 -1.207 -3.838
H -3.668 -2.811 -1.743
H -2.685 -2.579 0.313
H -4.678 0.999 1.041
H -5.693 1.016 -1.068
*
```

Calculated values
LUMO level (spin up / spin down), hartree: -0.1128 / -0.1131
Relative energy (zero: lowest compared OMol25 entry of this formula, charge and spin), kJ/mol: 237.9
⟨S²⟩: 3.778
Kohn-Sham gap (spin up / spin down), eV: 6.45 / 5.61

Atomic partial charges in e from the Mulliken method, atoms 1 to 4: 0.6888, -0.1862, 0.9197, -0.6821